[1]
The following is a quantum chemistry calculation of C32H39ClEuFN9O4 as an isolated structure, from the Open Molecules 2025 dataset.

Last column: Mulliken spin population.
Element x y z (Å)
Eu1 -1.2304 0.2573 -0.7885  6.837
C1 -5.0570 -0.5530 -2.2461  0.001
C2 -4.8813 0.4961 -1.1496  0.008
N1 -3.6852 1.3278 -1.2898  0.004
C3 -3.7571 2.5701 -0.5119  0.016
C4 -3.5477 2.3186 0.9776  -0.004
N2 -2.2351 1.7054 1.1858  0.025
C5 -1.9226 1.2917 2.5568  0.020
C6 -2.8121 0.1716 3.0994  -0.002
C7 -3.2232 -0.9392 2.1385  0.008
N3 -2.1596 -1.3892 1.2442  0.009
C8 -2.4262 -2.6911 0.6218  0.009
C9 -3.3970 -2.5831 -0.5461  -0.001
N4 -2.9102 -1.6216 -1.5330  0.015
C10 -3.8120 -1.3493 -2.6522  0.002
H1 -5.4461 -0.0686 -3.1455  0.000
H2 -5.8447 -1.2309 -1.9096  0.000
H3 -4.8375 -0.0047 -0.1823  -0.002
H4 -5.7825 1.1251 -1.1306  0.000
H5 -3.5649 1.5765 -2.2689  0.001
H6 -4.7237 3.0722 -0.6539  0.000
H7 -2.9718 3.2395 -0.8722  -0.001
H8 -4.3223 1.6536 1.3637  -0.001
H9 -3.6445 3.2685 1.5200  -0.001
H10 -1.5394 2.4104 0.9536  -0.003
H11 -1.9864 2.1418 3.2486  0.000
H12 -0.8761 0.9771 2.5558  -0.010
H13 -3.7251 0.5938 3.5256  0.000
H14 -2.2791 -0.2788 3.9405  0.001
H15 -4.0591 -0.5976 1.5261  -0.003
H16 -3.6090 -1.7752 2.7392  0.000
H17 -1.2909 -1.4802 1.7671  -0.006
H18 -2.8286 -3.4041 1.3540  0.000
H19 -1.4717 -3.0687 0.2558  -0.001
H20 -4.3767 -2.2517 -0.1925  -0.001
H21 -3.5413 -3.5784 -0.9876  0.000
H22 -2.0468 -1.9970 -1.9236  0.005
H23 -4.1386 -2.2781 -3.1384  0.000
H24 -3.2324 -0.7874 -3.3832  -0.002
O1 2.2188 1.3366 -6.7665  0.000
C11 1.4386 1.5087 -5.6695  0.000
O2 0.3817 2.0989 -5.7654  0.000
C12 1.9100 0.9538 -4.3736  0.003
C13 3.0952 0.3963 -3.9862  -0.001
Cl1 4.4734 0.0112 -4.9464  0.000
N5 2.9993 0.0674 -2.6949  0.001
N6 1.7566 0.3633 -2.2016  0.004
C14 1.1106 0.9199 -3.1862  0.005
C15 -0.3519 1.1466 -2.8966  0.012
O3 -1.1102 0.1783 -3.1593  0.003
O4 -0.6992 2.0962 -2.1584  0.016
C16 3.8987 -0.6362 -1.7989  0.000
C17 3.3151 -1.5582 -0.9359  0.000
C18 4.1383 -2.2421 -0.0554  0.000
C19 5.5092 -2.0183 -0.0448  0.000
C20 6.0661 -1.0838 -0.9037  0.000
C21 5.2590 -0.3731 -1.7828  -0.001
H25 3.0154 0.8471 -6.5317  0.000
H26 2.2404 -1.7032 -0.9530  0.000
H27 3.6978 -2.9567 0.6284  0.000
H28 6.1426 -2.5611 0.6450  0.000
H29 7.1304 -0.8904 -0.8832  0.000
H30 5.6835 0.3831 -2.4267  0.000
C22 2.3271 3.4143 0.3923  0.001
C23 1.0401 2.9357 0.2308  0.011
N7 0.7007 1.6382 0.4804  -0.001
C24 1.6618 0.8147 0.9503  0.011
C25 2.9798 1.2202 1.2004  0.005
C26 3.3205 2.5579 0.8596  0.004
C27 3.9728 0.2946 1.6820  -0.003
C28 3.8816 -0.6959 2.6409  -0.003
C29 2.8384 -0.9866 3.5961  0.001
C30 3.1445 -1.8927 4.6252  0.001
C31 2.1586 -2.1492 5.5585  0.000
N8 0.9612 -1.5580 5.4976  0.000
C32 0.7685 -0.7141 4.4861  0.000
N9 1.6123 -0.3949 3.5410  0.000
H31 2.5502 4.4424 0.1405  0.000
H32 0.2514 3.5789 -0.1500  0.001
H33 1.3874 -0.2202 1.0888  -0.005
H34 4.3379 2.9062 0.9860  0.000
H35 4.9558 0.4104 1.2354  0.000
H36 4.7766 -1.2956 2.7687  0.000
H37 4.1133 -2.3659 4.6800  0.000
H38 2.3406 -2.8365 6.3796  0.000
H39 -0.1904 -0.2203 4.4547  0.000
F1 -0.0136 -1.4373 -0.5456  0.010

Its expectation value of S² is 15.76. The calculation puts the gap between HOMO and LUMO (spin up / spin down) at 4.268 / 7.940 eV. As for the multiplicity: 8.

***

[2]
The following is a quantum chemistry calculation of C32H39CoN6O4PSSe as an isolated structure, from the Open Molecules 2025 dataset.

Last column: Mulliken spin population.
Element x y z (Å)
Co1 0.7443 -0.2255 0.0579  3.066
Se1 7.4764 -1.4657 3.5787  0.000
N1 6.0034 -2.4350 3.3823  0.000
C1 5.1259 -1.6774 2.7786  -0.001
C2 3.7710 -2.1152 2.4560  0.002
C3 3.2421 -3.3309 2.8870  0.001
C4 1.9253 -3.6221 2.6028  -0.001
C5 1.1898 -2.7208 1.8426  0.003
N2 1.6967 -1.5835 1.3826  0.012
C6 2.9545 -1.2547 1.7254  0.017
C7 3.3886 0.1122 1.4062  0.005
N3 2.4781 0.8993 0.8180  0.020
C8 2.7386 2.1921 0.6920  0.003
C9 3.9485 2.7563 1.0863  0.002
C10 4.9178 1.9405 1.6263  -0.001
C11 4.6335 0.5873 1.8100  0.004
C12 5.5537 -0.3431 2.4567  0.001
N4 6.7753 -0.0322 2.8020  0.000
H1 3.8643 -4.0061 3.4595  0.000
H2 1.4601 -4.5308 2.9565  0.001
H3 0.1543 -2.9126 1.6014  0.002
H4 1.9551 2.8006 0.2567  -0.004
H5 4.1120 3.8168 0.9600  0.000
H6 5.8801 2.3258 1.9361  0.000
C13 -0.9880 -2.8828 -0.8181  0.003
N5 0.1708 -2.1082 -1.2859  0.069
C14 1.2838 -3.0162 -1.5943  0.012
C15 -0.2373 -1.4080 -2.5149  0.009
C16 0.7940 -0.3977 -2.8891  -0.066
C17 1.0139 -0.0686 -4.2220  0.017
C18 1.9348 0.9077 -4.5679  -0.014
C19 2.6598 1.5424 -3.5727  0.031
C20 2.4545 1.2056 -2.2378  0.012
C21 1.5087 0.2545 -1.8884  0.527
H7 -1.3821 -3.5027 -1.6323  0.009
H8 -1.7708 -2.2084 -0.4787  0.000
H9 -0.7037 -3.5581 -0.0133  0.001
H10 0.9886 -3.7460 -2.3571  0.002
H11 1.5856 -3.5618 -0.7018  0.001
H12 2.1353 -2.4489 -1.9672  -0.006
H13 -1.1849 -0.9040 -2.3262  0.005
H14 -0.3964 -2.1310 -3.3253  0.003
H15 0.4564 -0.5892 -4.9925  0.002
H16 2.0969 1.1578 -5.6078  0.000
H17 3.3955 2.2952 -3.8240  0.003
H18 3.0640 1.7088 -1.5037  0.015
S1 -0.7697 2.5315 3.8488  0.003
C22 -0.1034 1.1162 4.5346  0.003
C23 0.3305 0.2926 3.5491  0.000
N6 0.1445 0.7614 2.2706  0.020
C24 -0.4269 1.9332 2.2912  0.001
H19 -0.0697 0.9602 5.5994  -0.001
H20 0.7888 -0.6720 3.7094  0.000
H21 -0.7395 2.4673 1.4052  0.002
C25 -4.7537 -2.0146 0.9532  0.001
C26 -4.1658 -0.6300 1.1676  -0.001
C27 -3.2392 -0.6189 2.3752  0.002
C28 -5.2650 0.4123 1.2942  0.000
O1 -3.3953 -0.3840 -0.0498  0.014
P1 -2.4359 0.8478 -0.3280  0.038
O2 -2.6746 2.0522 0.4883  0.005
O3 -1.0032 0.2686 -0.2279  0.137
O4 -2.6794 1.0096 -1.8847  0.004
C29 -2.6334 2.2692 -2.6270  -0.002
C30 -1.3265 2.9925 -2.3313  0.001
C31 -3.8433 3.1107 -2.2579  0.000
C32 -2.6898 1.8377 -4.0835  0.000
H22 -5.4033 -2.2776 1.7881  0.000
H23 -3.9622 -2.7627 0.8783  0.000
H24 -5.3397 -2.0358 0.0347  0.000
H25 -3.7780 -0.9660 3.2575  0.000
H26 -2.8695 0.3876 2.5665  -0.001
H27 -2.3874 -1.2814 2.2035  0.000
H28 -5.8640 0.2033 2.1817  0.000
H29 -5.9175 0.3785 0.4209  0.000
H30 -4.8405 1.4107 1.3802  0.000
H31 -1.2949 3.3219 -1.2915  0.001
H32 -1.2422 3.8696 -2.9740  0.000
H33 -0.4769 2.3356 -2.5270  0.003
H34 -3.8138 3.3870 -1.2052  0.000
H35 -4.7601 2.5524 -2.4512  0.000
H36 -3.8555 4.0183 -2.8626  0.000
H37 -1.7879 1.2860 -4.3546  0.000
H38 -2.7678 2.7130 -4.7286  0.000
H39 -3.5573 1.2003 -4.2538  0.000

Its expectation value of S² is 6.01. The calculation puts the gap between HOMO and LUMO (spin up / spin down) at 7.916 / 7.446 eV. As for the net charge: +1. As for the multiplicity: 5.

***

[3]
The following is a quantum chemistry calculation of one molecule with the formula C32H39N3, from the Open Molecules 2025 dataset.

Last column: Mulliken charge in e.
Element x y z (Å)
C1 -2.8666 -3.3087 -1.4151  -0.886
N1 -1.8546 -3.1703 -0.3865  -0.128
H1 -1.9231 -2.2427 0.0251  0.137
C2 -0.4931 -3.3313 -0.8509  -1.287
H2 0.1398 -3.4119 0.0381  0.394
C3 0.0206 -2.1618 -1.7177  0.159
N2 -0.2443 -0.9383 -0.9901  0.085
H3 0.3695 -0.8919 -0.1809  0.396
C4 -0.1451 0.2840 -1.7607  -1.077
H4 -0.9570 0.2804 -2.4966  0.299
H5 0.8062 0.3623 -2.3103  0.126
C5 -0.2878 1.5090 -0.8504  -0.028
N3 -1.6771 1.6712 -0.4928  0.012
H6 -2.2195 1.9674 -1.2981  0.347
C6 -1.9667 2.5117 0.6489  -0.571
C7 -3.4615 2.4902 0.9826  -1.035
C8 -3.9230 1.2341 1.6723  0.466
C9 -3.4789 -0.0200 1.2737  0.048
C10 -3.9312 -1.1621 1.9113  -0.359
C11 -4.8435 -1.0854 2.9546  0.576
C12 -5.2863 0.1700 3.3521  -0.739
C13 -4.8299 1.3124 2.7222  -0.757
H7 -5.1863 2.2794 3.0512  0.331
H8 -5.9942 0.2527 4.1654  0.389
C14 -5.3535 -2.3209 3.6338  -1.583
H9 -6.4033 -2.4806 3.3863  0.313
H10 -4.7897 -3.1959 3.3204  0.342
H11 -5.2791 -2.2233 4.7158  0.359
H12 -3.5702 -2.1301 1.5934  0.411
H13 -2.7682 -0.0888 0.4642  0.508
H14 -4.0264 2.6153 0.0527  0.307
H15 -3.6887 3.3480 1.6198  0.381
H16 -1.3983 2.1243 1.5003  0.373
H17 -1.6649 3.5643 0.4907  0.322
C15 0.3321 2.7625 -1.5287  -1.652
C16 1.8129 2.6205 -1.7101  0.350
C17 2.3197 2.3443 -2.9575  -0.094
C18 3.6864 2.1200 -3.1668  -0.980
C19 4.5564 2.1691 -2.1159  -0.914
C20 4.0912 2.4688 -0.8192  1.012
C21 4.9821 2.5341 0.2730  -0.944
C22 4.5348 2.8284 1.5295  -0.535
C23 3.1719 3.0791 1.7431  -0.912
C24 2.2831 3.0209 0.7057  -0.654
C25 2.7052 2.7059 -0.6049  1.040
H18 1.2422 3.2299 0.8966  0.461
H19 2.8268 3.3219 2.7376  0.428
H20 5.2228 2.8744 2.3611  0.415
H21 6.0310 2.3454 0.0920  0.378
H22 5.6107 1.9827 -2.2604  0.414
H23 4.0396 1.9000 -4.1637  0.392
H24 1.6486 2.2930 -3.8044  0.424
H25 0.1063 3.6389 -0.9180  0.420
H26 -0.1463 2.8991 -2.5020  0.406
H27 0.2618 1.3065 0.0765  0.397
H28 -0.5672 -2.1225 -2.6430  0.588
C26 1.5069 -2.3768 -2.1207  -1.597
C27 2.4337 -2.3084 -0.9446  -0.083
C28 2.8052 -3.4599 -0.2590  -0.371
C29 3.6224 -3.3879 0.8544  -0.644
C30 4.0797 -2.1605 1.3047  -0.654
C31 3.7261 -1.0080 0.6255  -0.501
C32 2.9127 -1.0832 -0.4917  0.639
H29 2.6668 -0.1756 -1.0241  0.319
H30 4.0840 -0.0451 0.9601  0.299
H31 4.7146 -2.1040 2.1766  0.419
H32 3.9035 -4.2929 1.3733  0.380
H33 2.4553 -4.4216 -0.6065  0.433
H34 1.7832 -1.6105 -2.8488  0.358
H35 1.5847 -3.3505 -2.6071  0.642
H36 -0.4240 -4.2666 -1.4129  0.363
H37 -2.8016 -2.5624 -2.2182  0.271
H38 -3.8464 -3.2194 -0.9477  0.328
H39 -2.7830 -4.3019 -1.8585  0.330

The calculation puts the gap between HOMO and LUMO at 8.534 eV. The SMILES is CNC[C@H](Cc1ccccc1)NC[C@@H](Cc1cccc2ccccc12)NCCc1ccc(C)cc1.

***

[4]
The following is a quantum chemistry calculation of C32H39N7SSeTc as an isolated structure, from the Open Molecules 2025 dataset.

Last column: Mulliken spin population.
Element x y z (Å)
Tc1 -1.4725 1.0085 0.4974  1.845
N1 -0.7954 1.1216 3.7222  -0.001
C1 -1.6507 0.1060 3.3749  0.024
C2 -2.1809 -0.6883 4.4007  0.003
C3 -3.0558 -1.6988 4.0964  0.012
C4 -3.4056 -1.9358 2.7566  -0.010
C5 -2.8528 -1.1411 1.8023  0.012
N2 -1.9874 -0.1167 2.0909  -0.006
C6 -0.0629 2.0294 2.9876  0.030
C7 0.7741 2.9048 3.6885  0.001
C8 1.5142 3.8326 3.0005  0.013
C9 1.4306 3.8819 1.6012  -0.008
C10 0.6080 2.9976 0.9733  0.014
N3 -0.1501 2.0771 1.6460  -0.025
H1 -0.6588 1.2087 4.7200  -0.001
H2 -1.9040 -0.4845 5.4272  0.000
H3 -3.4760 -2.3062 4.8879  0.000
H4 -4.0968 -2.7196 2.4824  0.000
H5 -3.0889 -1.2700 0.7515  -0.004
H6 0.8208 2.8479 4.7684  0.000
H7 2.1550 4.5200 3.5377  0.000
H8 1.9918 4.6046 1.0265  0.000
H9 0.5003 2.9933 -0.1044  -0.008
C11 2.7907 0.2045 -3.5090  0.002
C12 3.7193 -0.4251 -2.4749  0.000
C13 4.2218 0.5571 -1.4206  0.000
C14 3.1503 1.0356 -0.4410  -0.002
N4 2.6414 -0.0780 0.3813  -0.016
C15 1.4860 -0.7427 0.2495  0.029
Se1 0.0468 -0.1822 -0.8689  0.043
N5 1.4839 -1.8319 1.0288  -0.006
C16 0.4882 -2.9164 0.9955  0.003
C17 0.6470 -3.7937 -0.2456  -0.002
C18 1.9206 -4.6384 -0.2658  0.000
C19 1.9183 -5.7603 0.7676  0.000
C20 2.6976 -1.8789 1.7062  -0.003
C21 3.2100 -2.7942 2.6275  0.002
C22 4.4717 -2.5348 3.1099  -0.003
C23 5.2087 -1.4031 2.7018  -0.003
C24 4.7067 -0.4999 1.7940  0.002
C25 3.4286 -0.7659 1.2981  -0.003
H10 2.5731 -0.4973 -4.3131  0.000
H11 3.2517 1.0851 -3.9590  0.000
H12 1.8333 0.5183 -3.0811  0.002
H13 4.5878 -0.8395 -2.9870  0.000
H14 3.2354 -1.2830 -1.9901  0.000
H15 4.6273 1.4475 -1.9068  0.000
H16 5.0453 0.1136 -0.8598  0.000
H17 2.3024 1.4697 -0.9703  -0.005
H18 3.5491 1.7848 0.2433  -0.002
H19 -0.5001 -2.4597 1.0331  0.002
H20 0.6222 -3.4936 1.9087  0.001
H21 0.6020 -3.1515 -1.1321  0.001
H22 -0.2254 -4.4509 -0.2928  0.000
H23 2.7990 -3.9971 -0.1341  0.000
H24 2.0207 -5.0709 -1.2619  0.000
H25 1.9818 -5.3953 1.7948  0.000
H26 2.7686 -6.4230 0.6180  0.000
H27 1.0145 -6.3663 0.6856  0.000
H28 2.6588 -3.6665 2.9471  0.000
H29 4.9153 -3.2172 3.8221  0.000
H30 6.1963 -1.2462 3.1135  0.000
H31 5.2793 0.3630 1.4843  0.000
N6 -2.4285 0.2889 -3.2201  0.061
C26 -3.1605 1.2979 -2.8006  -0.002
S1 -3.0577 1.9343 -1.2109  0.045
N7 -4.0590 1.7699 -3.7333  0.110
C27 -4.9849 2.7893 -3.7769  0.324
C28 -5.7933 2.7902 -4.9654  0.063
C29 -6.7513 3.7359 -5.1470  0.061
C30 -6.9388 4.7264 -4.1556  0.264
C31 -6.1312 4.7390 -2.9857  0.105
C32 -5.1695 3.7933 -2.7877  0.035
H32 -1.7616 -0.1486 -2.6026  0.007
H33 -2.4785 -0.0795 -4.1624  -0.002
H34 -4.0660 1.2279 -4.5918  -0.013
H35 -5.6414 2.0226 -5.7164  -0.004
H36 -7.3663 3.7343 -6.0370  0.006
H37 -7.7002 5.4857 -4.2882  0.002
H38 -6.2829 5.5170 -2.2496  0.005
H39 -4.5603 3.8267 -1.9015  -0.003

Its expectation value of S² is 3.79. The calculation puts the gap between HOMO and LUMO (spin up / spin down) at 6.010 / 4.457 eV. As for the net charge: +4. As for the multiplicity: 4.

***

Maximum force values, unit hartree/bohr, following the record order: 0.052 0.011 0.009 0.007.